The following is a DFT calculation (ωB97M-V/def2-TZVPD) of C58H73AsCdGeN3O4SSb2 as an isolated structure.

```
144
Properties=species:S:1:pos:R:3:lowdin_charge:R:1
Cd -0.62417 -1.41603 -0.93956 1.27
C 0.21503 0.72396 -7.71635 -0.04
C 0.58103 0.37319 -6.29962 -0.25
C -0.26092 0.70477 -5.24051 -0.03
C 0.08899 0.40732 -3.93195 -0.08
C 1.28669 -0.24401 -3.68329 -0.29
C 2.14513 -0.58810 -4.72266 -0.04
C 1.78264 -0.28484 -6.02073 -0.02
S 1.82177 -0.55033 -2.03100 0.52
O 1.57685 -2.00176 -1.76822 -0.46
O 3.21332 -0.20171 -1.96299 -0.31
N 0.84017 0.18846 -1.01535 -0.22
C 1.11320 1.53220 -0.63798 -0.36
C 1.92449 2.37529 -1.27616 -0.02
C 2.35665 3.61104 -0.55491 -0.16
C 1.14414 4.11459 0.25649 -0.14
C 0.88770 3.07495 1.34152 -0.23
N 0.32846 1.93800 0.52427 -0.03
H -0.66028 1.37021 -7.75150 0.08
H -0.00350 -0.17843 -8.29159 0.09
H 1.04076 1.23468 -8.21346 0.09
H -1.19556 1.21711 -5.44664 0.10
H -0.55398 0.69736 -3.10767 0.07
H 3.08490 -1.08304 -4.50339 0.12
H 2.44566 -0.54843 -6.83719 0.12
H 2.47354 2.07732 -2.15509 0.12
H 2.66877 4.37423 -1.26951 0.15
H 1.30238 5.11020 0.66181 0.15
H 0.05915 3.46259 1.92704 0.11
C -1.72237 -0.50584 1.73322 -0.42
C -1.11498 -1.57181 2.66442 -0.34
C 0.40222 -1.79886 2.59447 -0.31
Sb 2.03086 -0.31048 2.74631 1.45
C 2.77436 1.54300 1.89032 -0.29
C 1.98547 2.73565 2.37704 -0.27
C 2.90727 3.92749 2.52718 -0.03
C 3.73691 4.16534 1.52393 -0.04
C 3.64898 3.22883 0.34023 -0.17
C 3.58065 1.77464 0.86372 -0.05
C 1.79308 0.46795 4.74782 -0.38
C 2.94775 1.05929 5.26297 -0.15
C 2.99595 1.47915 6.58478 -0.07
C 1.89076 1.29394 7.40752 -0.07
C 0.74348 0.69792 6.90459 -0.08
C 0.69394 0.28686 5.57721 -0.14
Sb -1.67383 1.42720 2.66976 1.57
C -1.93576 2.76040 0.99149 -0.35
C -2.66728 3.87134 1.07470 -0.12
C -2.33106 5.07138 0.28558 -0.07
C -1.17242 5.17319 -0.36869 -0.04
C -0.21736 4.02086 -0.53637 -0.16
C -0.84020 2.65738 -0.05922 -0.26
C -3.70476 1.49760 3.36228 -0.40
C -3.93862 2.03689 4.62753 -0.15
C -5.23522 2.14914 5.11869 -0.08
C -6.30548 1.71613 4.34892 -0.08
C -6.08278 1.17996 3.08585 -0.08
C -4.78863 1.07466 2.59428 -0.13
H -2.74727 -0.75805 1.46282 0.03
H -1.13667 -0.40697 0.82673 -0.06
H -1.51123 -2.54721 2.36929 0.10
H -1.44529 -1.40284 3.69184 0.09
H 0.64226 -2.28096 1.65052 -0.02
H 0.71911 -2.45258 3.40942 0.07
H 1.50446 2.51599 3.32520 0.10
H 2.84901 4.53609 3.42309 0.12
H 4.43088 4.99802 1.50980 0.12
H 4.51754 3.32493 -0.30800 0.14
H 4.15109 1.00772 0.35286 0.10
H 3.81292 1.20390 4.61897 0.10
H 3.89614 1.93998 6.97308 0.11
H 1.92912 1.61137 8.44288 0.11
H -0.11605 0.54813 7.54756 0.11
H -0.21272 -0.17211 5.20240 0.07
H -3.44953 3.96334 1.82523 0.10
H -3.00081 5.92212 0.34215 0.10
H -0.88524 6.11230 -0.83359 0.11
H 0.01515 3.94344 -1.59944 0.14
H -1.22707 2.08394 -0.90591 0.12
H -3.10200 2.37390 5.23202 0.09
H -5.40626 2.57492 6.10057 0.11
H -7.31594 1.79583 4.73211 0.11
H -6.92094 0.84599 2.48465 0.11
H -4.62610 0.66963 1.60086 0.06
N -0.95594 -3.21176 -2.57649 -0.04
C -1.79666 -4.22512 -1.89699 -0.16
C -1.97412 -4.00756 -0.37996 -0.68
O -2.69344 -4.78845 0.20822 0.06
O -1.35634 -2.99717 0.16220 -0.24
H -1.18464 -3.17303 -3.56041 0.08
H 0.01457 -3.49738 -2.52934 0.05
H -1.40677 -5.23404 -2.01829 0.12
H -2.79622 -4.21934 -2.32655 0.11
C -3.83177 1.19419 -1.26595 -0.28
As -3.04656 -0.54921 -1.66046 1.11
C -4.45207 -1.60293 -0.81862 -0.25
C -3.50338 -0.90296 -3.55934 -0.32
C -4.56636 -0.00561 -4.11990 -0.32
C -5.86521 -0.46856 -4.30687 -0.05
C -6.85167 0.36960 -4.81282 -0.07
C -6.55225 1.68614 -5.13011 -0.08
C -5.25550 2.15742 -4.95804 -0.07
C -4.27415 1.31631 -4.45973 -0.08
H -4.90396 1.15333 -1.44047 0.05
H -3.40170 1.99635 -1.85989 0.03
H -3.63512 1.39770 -0.21350 -0.01
H -5.36714 -1.46950 -1.39370 0.04
H -4.60940 -1.24068 0.19585 0.02
H -4.19681 -2.66016 -0.76390 0.02
H -3.83836 -1.93975 -3.56712 0.07
H -2.58907 -0.83964 -4.14753 0.05
H -6.10712 -1.49997 -4.06745 0.11
H -7.85537 -0.00957 -4.96137 0.11
H -7.32257 2.34165 -5.51816 0.11
H -5.01417 3.18339 -5.20886 0.11
H -3.25760 1.68141 -4.34265 0.10
C 2.21980 -6.36744 -1.77513 -0.10
C 2.83580 -5.22756 -0.96901 -0.29
C 2.03217 -4.89980 0.28977 -0.28
C 2.77991 -3.98940 1.27297 -0.35
Ge 3.25832 -2.13120 0.68036 1.05
C 5.11307 -2.46776 0.02553 -0.34
C 6.07656 -2.54239 1.21902 -0.29
C 6.20878 -1.21566 1.97162 -0.30
C 7.03485 -1.33868 3.24908 -0.10
H 2.77495 -6.54863 -2.69654 0.07
H 1.17999 -6.15320 -2.03800 0.06
H 2.22742 -7.29063 -1.19164 0.08
H 2.91742 -4.32792 -1.59139 0.09
H 3.85431 -5.50340 -0.67854 0.11
H 1.77255 -5.83244 0.79821 0.12
H 1.08455 -4.43162 0.00148 0.09
H 3.73921 -4.44342 1.54694 0.06
H 2.20234 -3.89565 2.19767 0.04
H 3.33458 -1.20736 3.36222 -0.01
H 5.41712 -1.67078 -0.65332 0.06
H 5.10525 -3.40916 -0.52766 0.06
H 7.06660 -2.84071 0.86164 0.12
H 5.75485 -3.31805 1.92322 0.10
H 5.20980 -0.84256 2.23104 0.04
H 6.65825 -0.46879 1.30951 0.12
H 6.54989 -2.01135 3.96137 0.07
H 7.16308 -0.36917 3.73430 0.07
H 8.02692 -1.74112 3.03204 0.08
```

Summary:
charge: +1
HOMO energy: -10.032 eV

***

The following is a DFT calculation (ωB97M-V/def2-TZVPD) of a 2-piece molecular cluster, C2H11N2O3Si overall.

```
19
Properties=species:S:1:pos:R:3:lowdin_charge:R:1
C 1.01348 1.85960 -0.15938 -0.08
C 0.81259 0.35899 -0.15953 -0.50
N 1.93658 -0.31578 0.38943 0.00
N 0.50025 -0.15270 -1.56553 0.15
O -2.54054 -0.40572 -0.27273 -0.08
O -1.83962 -0.19399 2.36281 -0.02
O -1.07885 -2.38675 0.82415 -0.06
Si -1.49337 -0.84445 0.97652 0.41
H 0.13359 2.37231 -0.74173 0.12
H 1.98219 2.15833 -0.50331 0.07
H 0.93818 2.26771 0.82811 0.07
H 1.74236 -1.41907 0.37211 0.14
H 2.89029 0.08179 0.14999 0.12
H -0.05238 -0.98663 -1.30182 0.11
H -0.03480 0.36143 -2.32841 0.19
H 1.35564 -0.52731 -2.02975 0.16
H -3.13105 0.28437 -0.21692 0.02
H -1.41852 0.59543 2.66592 0.08
H -1.71602 -3.10759 0.71007 0.10
```

Summary:
energy above the lowest of the compared OMol25 structures with the same formula, charge and spin: 3.564 eV
charge: +1
HOMO energy: -12.194 eV

***

The following is a DFT calculation (ωB97M-V/def2-TZVPD) of a 2-piece molecular cluster, C10H16 overall.

```
26
Properties=species:S:1:pos:R:3:lowdin_charge:R:1
C 0.27021 1.86883 -1.62949 -0.07
C 0.95148 0.75343 -0.93179 -0.28
C 1.33780 0.95641 0.42405 -0.07
C 2.28462 0.14902 0.99781 -0.11
C 2.67118 -1.07443 0.45911 -0.08
C 2.33789 -1.19947 -0.91787 -0.08
C 1.37593 -0.41985 -1.56079 -0.05
H 0.19537 1.75879 -2.70913 0.07
H 0.81933 2.82531 -1.51204 0.09
H -0.72333 2.14239 -1.29740 0.07
H 0.88576 1.78129 0.96165 0.11
H 2.52994 0.22610 2.04972 0.10
H 3.46286 -1.68458 0.80507 0.08
H 2.98117 -1.92171 -1.42337 0.10
H 1.13902 -0.57245 -2.59326 0.10
C -3.77508 -0.35994 -0.10161 -0.13
C -3.43730 -0.38676 1.38289 -0.31
C -1.93274 -0.48272 1.63453 -0.13
H -3.70155 -1.35521 -0.55879 0.08
H -3.02831 0.18322 -0.69518 0.05
H -4.70809 0.14129 -0.35025 0.06
H -3.68262 0.51005 1.94128 0.09
H -3.99631 -1.26174 1.82239 0.11
H -1.45551 0.02907 0.78723 0.05
H -1.58798 -0.06138 2.57503 0.06
H -1.38721 -1.43402 1.76155 0.07
```

Summary:
SMILES string: Cc1ccccc1.CCC
energy above the lowest of the compared OMol25 structures with the same formula, charge and spin: 1.365 eV
HOMO energy: -8.784 eV